Below is a molecular structure, C57H60BrN7O2P2SSeW in a non-equilibrium geometry, with properties calculated with ωB97M-V/def2-TZVPD.

Geometry (Å):
W: 0.517 -0.160 0.254
C: 3.653 3.224 -7.167
C: 3.905 2.602 -5.822
C: 5.194 2.144 -5.495
C: 5.401 1.361 -4.355
C: 4.392 1.164 -3.461
C: 3.088 1.850 -3.585
C: 2.893 2.422 -4.921
S: 4.656 -0.103 -2.229
O: 5.345 0.491 -1.116
O: 5.354 -1.163 -2.897
N: 3.114 -0.483 -1.712
C: 2.799 -1.754 -1.438
C: 3.288 -2.883 -2.167
C: 3.165 -4.139 -1.668
C: 2.505 -4.308 -0.437
C: 1.886 -3.235 0.113
N: 1.905 -1.957 -0.369
H: 4.303 2.792 -7.926
H: 3.857 4.296 -7.136
H: 2.618 3.086 -7.474
H: 6.014 2.321 -6.178
H: 6.343 0.848 -4.207
H: 2.302 1.146 -3.311
H: 1.885 2.720 -5.185
H: 3.795 -2.702 -3.096
H: 3.572 -4.988 -2.199
H: 2.450 -5.274 0.043
H: 1.352 -3.372 1.035
C: 0.692 4.370 -3.137
C: 1.337 3.267 -2.364
C: 2.813 3.101 -2.430
C: 3.279 2.694 -1.092
C: 2.505 1.827 -0.432
Br: 3.089 0.944 1.166
N: 1.223 1.469 -0.766
C: 0.639 2.379 -1.636
H: 0.996 5.332 -2.719
H: -0.394 4.301 -3.100
H: 1.016 4.365 -4.181
H: 3.333 3.985 -2.790
H: 4.251 2.975 -0.720
H: -0.438 2.345 -1.686
C: -2.091 1.947 -0.107
N: -1.072 1.153 0.580
P: -0.095 1.793 1.802
C: -0.988 2.000 3.384
C: -0.141 2.220 4.471
C: -0.666 2.537 5.714
C: -2.041 2.629 5.876
C: -2.882 2.429 4.792
C: -2.359 2.123 3.545
C: 0.104 3.601 1.496
C: -1.029 4.415 1.576
C: -0.927 5.785 1.412
C: 0.316 6.365 1.192
C: 1.449 5.569 1.145
C: 1.348 4.193 1.297
P: -2.138 -1.408 2.580
C: -3.870 -1.292 3.147
C: -4.115 -1.710 4.455
C: -5.375 -1.578 5.017
C: -6.402 -1.001 4.286
C: -6.173 -0.582 2.982
C: -4.915 -0.725 2.417
C: -2.281 -2.357 1.200
C: -1.057 -2.607 0.339
C: -1.146 -3.993 -0.248
C: -2.283 -4.377 -0.806
C: -3.469 -3.463 -0.839
C: -3.382 -2.311 0.194
H: -1.760 2.976 -0.250
H: -3.023 1.981 0.465
H: -2.309 1.518 -1.086
H: 0.933 2.164 4.327
H: -0.004 2.725 6.549
H: -2.455 2.871 6.846
H: -3.953 2.525 4.910
H: -3.029 1.994 2.709
H: -1.997 3.987 1.795
H: -1.814 6.400 1.472
H: 0.395 7.438 1.083
H: 2.421 6.022 1.000
H: 2.252 3.601 1.285
H: -3.303 -2.144 5.029
H: -5.553 -1.920 6.028
H: -7.378 -0.868 4.733
H: -6.976 -0.141 2.404
H: -4.747 -0.365 1.409
H: -0.145 -2.502 0.928
H: -0.279 -4.641 -0.208
H: -2.390 -5.360 -1.250
H: -4.364 -4.064 -0.664
H: -4.363 -2.132 0.628
C: 1.029 -0.689 5.881
N: 0.769 -2.028 5.394
C: 0.420 -3.089 6.191
C: 0.326 -4.172 5.391
N: 0.617 -3.759 4.113
C: 0.702 -4.671 2.991
C: 0.879 -2.438 4.116
Se: 1.497 -1.291 2.700
H: 1.208 -0.729 6.952
H: 0.183 -0.040 5.675
H: 1.909 -0.291 5.382
H: 0.274 -2.999 7.252
H: 0.086 -5.193 5.627
H: 0.481 -5.674 3.345
H: 1.711 -4.667 2.581
H: -0.024 -4.408 2.222
C: 0.037 -2.179 -5.246
N: 0.491 -1.788 -3.923
C: 0.395 -0.356 -3.718
C: -0.005 -2.615 -2.812
C: -1.192 -2.028 -2.134
C: -2.451 -2.018 -2.842
C: -3.640 -2.742 -2.182
C: -3.467 -1.271 -2.019
C: -2.822 -1.127 -0.653
C: -1.262 -1.463 -0.814
H: 0.685 -1.712 -5.988
H: -0.998 -1.876 -5.466
H: 0.118 -3.259 -5.356
H: 1.048 0.143 -4.436
H: 0.722 -0.113 -2.706
H: -0.623 0.047 -3.862
H: 0.809 -2.773 -2.109
H: -0.273 -3.590 -3.223
H: -2.466 -2.002 -3.923
H: -4.370 -3.135 -2.874
H: -4.142 -0.530 -2.421
H: -3.028 -0.192 -0.158

Results
highest occupied orbital energy (spin up / spin down): -11.6259 / -12.1244 eV
largest force on an atom: 2.35 eV Å⁻¹
LUMO (spin up / spin down): -6.5 / -6.2 eV
spin multiplicity: 3
energy relative to the best compared isomer or geometry (same formula, charge and spin): 8.177 eV
total charge: +2

Löwdin atomic charge list, values in e, 2 entries:
1. W 1.288
2. C -0.026


Below is 7 unconnected molecules or ions with the total composition C54H120F6N6P in a non-equilibrium geometry, with properties calculated with ωB97M-V/def2-TZVPD.

Geometry (Å):
C: -6.419 6.179 4.601
C: -6.377 5.030 3.585
C: -5.146 4.897 2.686
N: -5.100 3.560 1.834
C: -5.088 2.328 2.828
C: -4.598 0.976 2.179
C: -3.378 0.978 1.320
C: -3.417 2.119 0.296
C: -3.909 3.570 0.871
C: -6.372 3.312 1.016
H: -5.517 6.247 5.209
H: -7.239 5.900 5.263
H: -6.364 7.174 4.160
H: -7.257 5.119 2.947
H: -6.486 4.095 4.134
H: -4.255 4.893 3.315
H: -5.113 5.732 1.987
H: -4.333 2.488 3.598
H: -6.041 2.458 3.341
H: -4.416 0.301 3.015
H: -5.374 0.396 1.680
H: -2.468 0.935 1.918
H: -3.294 -0.004 0.855
H: -2.428 2.230 -0.149
H: -4.164 1.746 -0.405
H: -3.157 4.085 1.469
H: -4.119 4.295 0.084
H: -6.567 4.222 0.449
H: -7.267 3.223 1.633
H: -6.219 2.430 0.395
C: 4.253 5.670 -0.817
C: 3.123 5.595 0.284
C: 3.333 4.532 1.396
N: 2.076 4.337 2.279
C: 0.928 3.534 1.519
C: -0.112 3.009 2.548
C: 0.498 2.217 3.722
C: 1.389 3.186 4.463
C: 2.536 3.553 3.597
C: 1.594 5.788 2.783
H: 5.204 6.115 -0.524
H: 3.853 6.372 -1.548
H: 4.307 4.759 -1.412
H: 2.204 5.344 -0.245
H: 3.174 6.539 0.828
H: 4.044 4.877 2.147
H: 3.681 3.636 0.883
H: 1.214 2.698 0.881
H: 0.591 4.233 0.753
H: -0.804 2.349 2.024
H: -0.705 3.897 2.765
H: 1.137 1.412 3.359
H: -0.209 1.723 4.387
H: 1.786 2.639 5.318
H: 0.777 3.971 4.909
H: 3.055 2.690 3.180
H: 3.153 4.285 4.117
H: 2.417 6.219 3.353
H: 0.775 5.704 3.497
H: 1.493 6.375 1.870
C: 3.661 0.453 -3.802
C: 4.523 0.930 -2.576
C: 5.977 0.484 -2.678
N: 6.876 1.071 -1.531
C: 8.312 1.136 -2.060
C: 9.408 1.826 -1.191
C: 8.833 3.248 -0.823
C: 7.476 3.273 -0.211
C: 6.540 2.587 -1.202
C: 6.814 0.293 -0.175
H: 4.055 0.958 -4.683
H: 2.610 0.703 -3.658
H: 3.685 -0.620 -3.992
H: 3.986 0.584 -1.693
H: 4.595 2.016 -2.513
H: 6.352 0.792 -3.654
H: 6.022 -0.605 -2.653
H: 8.269 1.672 -3.008
H: 8.603 0.113 -2.301
H: 10.352 2.030 -1.695
H: 9.628 1.142 -0.371
H: 8.762 3.873 -1.713
H: 9.453 3.865 -0.173
H: 7.139 4.277 0.046
H: 7.455 2.815 0.777
H: 6.475 3.125 -2.147
H: 5.526 2.720 -0.826
H: 7.501 0.641 0.596
H: 7.018 -0.716 -0.533
H: 5.856 0.374 0.338
C: -2.763 -2.777 -4.451
C: -2.835 -1.436 -3.930
C: -2.428 -0.337 -4.854
N: -2.828 1.063 -4.321
C: -2.786 1.969 -5.583
C: -1.475 2.195 -6.178
C: -0.308 2.495 -5.210
C: -0.397 1.750 -3.872
C: -1.807 1.605 -3.294
C: -4.198 1.207 -3.582
H: -1.764 -2.949 -4.852
H: -3.545 -2.988 -5.182
H: -2.862 -3.432 -3.586
H: -2.113 -1.410 -3.113
H: -3.789 -1.265 -3.432
H: -2.994 -0.495 -5.772
H: -1.343 -0.294 -4.954
H: -3.392 1.515 -6.367
H: -3.248 2.904 -5.266
H: -1.282 1.295 -6.761
H: -1.440 3.005 -6.907
H: 0.615 2.191 -5.704
H: -0.417 3.561 -5.010
H: -0.001 0.766 -4.121
H: 0.206 2.107 -3.037
H: -1.826 0.894 -2.468
H: -2.211 2.572 -2.997
H: -4.085 0.873 -2.551
H: -5.082 0.667 -3.922
H: -4.472 2.262 -3.589
C: -5.980 -7.408 -1.916
C: -5.286 -6.147 -1.543
C: -4.140 -6.248 -0.399
N: -3.626 -4.926 0.219
C: -4.627 -4.150 1.082
C: -4.918 -4.954 2.355
C: -3.729 -5.378 3.108
C: -2.642 -6.123 2.290
C: -2.380 -5.324 1.020
C: -3.105 -3.901 -0.809
H: -5.898 -8.178 -1.149
H: -5.421 -7.821 -2.756
H: -7.010 -7.281 -2.250
H: -6.061 -5.452 -1.222
H: -4.870 -5.624 -2.404
H: -3.317 -6.874 -0.745
H: -4.669 -6.745 0.414
H: -5.577 -4.121 0.548
H: -4.159 -3.183 1.270
H: -5.596 -5.803 2.269
H: -5.647 -4.338 2.881
H: -4.001 -5.889 4.031
H: -3.220 -4.510 3.526
H: -3.132 -7.062 2.034
H: -1.785 -6.496 2.851
H: -1.661 -5.898 0.434
H: -1.870 -4.390 1.256
H: -2.673 -2.987 -0.401
H: -3.875 -3.533 -1.487
H: -2.293 -4.210 -1.467
C: -0.100 -2.593 4.084
C: 1.254 -2.969 3.393
C: 1.067 -3.851 2.142
N: 2.418 -4.492 1.680
C: 2.195 -5.093 0.248
C: 3.452 -5.406 -0.627
C: 4.529 -4.380 -0.643
C: 4.743 -3.737 0.697
C: 3.441 -3.302 1.537
C: 2.934 -5.633 2.604
H: -0.694 -3.497 4.217
H: -0.596 -1.855 3.452
H: 0.017 -2.105 5.052
H: 1.750 -3.489 4.212
H: 1.723 -2.045 3.055
H: 0.559 -3.328 1.332
H: 0.451 -4.737 2.296
H: 1.732 -4.258 -0.278
H: 1.458 -5.894 0.291
H: 3.147 -5.582 -1.658
H: 3.823 -6.311 -0.145
H: 4.378 -3.548 -1.331
H: 5.392 -5.038 -0.750
H: 5.249 -2.796 0.480
H: 5.351 -4.461 1.239
H: 2.934 -2.570 0.908
H: 3.635 -2.924 2.541
H: 3.402 -5.167 3.471
H: 3.546 -6.306 2.004
H: 2.038 -6.221 2.803
P: 0.581 -0.619 -0.722
F: -0.935 -0.895 -1.100
F: 1.121 -0.179 -2.236
F: 0.194 0.919 -0.479
F: 2.039 -0.209 -0.047
F: 0.070 -1.061 0.769
F: 1.090 -2.162 -0.993

Results
highest occupied orbital energy (spin up / spin down): -21.2785 / -21.2785 eV
largest force on an atom: 3.38 eV Å⁻¹
LUMO (spin up / spin down): -11.5 / -20.1 eV
spin multiplicity: 2
total charge: +6

Löwdin atomic charge list, values in e, 2 entries:
1. C -0.059
2. C -0.239


Below is C6H12O in the gas phase, with properties calculated with ωB97M-V/def2-TZVPD.

Geometry (Å):
C: -0.376 -1.715 -0.282
C: -0.409 -0.210 -0.606
C: -0.031 -0.087 -2.091
C: 0.525 0.684 0.218
C: 0.025 1.844 1.061
C: 0.640 0.648 1.712
O: -0.185 -0.160 2.494
H: -0.590 -2.016 0.749
H: -1.134 -2.225 -0.884
H: 0.597 -2.148 -0.534
H: -1.438 0.153 -0.481
H: -0.587 -0.814 -2.693
H: 1.037 -0.311 -2.217
H: -0.214 0.912 -2.499
H: 1.475 0.886 -0.278
H: 0.551 2.794 1.059
H: -1.051 1.919 1.202
H: 1.643 0.737 2.120
H: -0.479 -0.891 1.948

Results
highest occupied orbital energy: -9.5993 eV
largest force on an atom: 0.30 eV Å⁻¹
structure (SMILES): CC(C)[C@H]1C[C@H]1O
LUMO: 1.0 eV
spin multiplicity: 1
energy relative to the best compared isomer or geometry (same formula, charge and spin): 1.417 eV

Löwdin atomic charge list, values in e, 2 entries:
1. C -0.068
2. C -0.379


Below is a molecular structure, C11H25AgN4O10S in a non-equilibrium geometry, with properties calculated with ωB97M-V/def2-TZVPD.

Geometry (Å):
Ag: 12.801 -8.895 13.973
N: 10.839 -11.083 13.092
O: 10.755 -10.502 14.185
O: 11.403 -10.579 12.177
O: 10.520 -12.230 12.931
C: 17.697 -13.039 12.532
C: 18.311 -12.256 13.739
O: 17.333 -11.306 14.174
S: 15.803 -11.655 13.614
O: 15.177 -10.369 13.353
O: 15.056 -12.682 14.352
O: 16.460 -12.366 12.259
H: 17.379 -14.020 12.885
H: 18.240 -13.033 11.587
H: 19.215 -11.785 13.353
H: 18.543 -12.906 14.583
C: 16.225 -8.100 11.277
C: 14.781 -7.928 10.973
O: 13.937 -7.902 11.898
N: 14.399 -7.784 9.676
C: 12.994 -7.754 9.059
H: 16.475 -9.123 10.999
H: 16.202 -7.905 12.349
H: 16.789 -7.379 10.686
H: 15.177 -7.760 9.033
H: 12.567 -8.745 9.214
H: 12.802 -7.257 8.108
H: 12.438 -7.053 9.682
C: 13.675 -10.576 18.215
C: 14.092 -9.795 17.024
O: 13.290 -9.731 16.053
N: 15.169 -9.046 17.231
C: 15.781 -8.029 16.317
H: 14.545 -10.743 18.849
H: 13.348 -11.557 17.872
H: 12.934 -9.948 18.710
H: 15.703 -9.247 18.065
H: 16.856 -8.187 16.410
H: 15.756 -7.099 16.886
H: 15.357 -8.002 15.314
C: 11.866 -4.840 13.543
C: 12.202 -5.396 14.921
O: 12.523 -6.594 14.973
N: 12.252 -4.520 15.969
C: 12.546 -4.898 17.439
H: 12.585 -5.268 12.845
H: 11.960 -3.755 13.592
H: 10.841 -5.019 13.218
H: 11.931 -3.585 15.763
H: 13.057 -5.861 17.428
H: 11.656 -5.020 18.057
H: 13.149 -4.142 17.940

Results
highest occupied orbital energy: -6.6465 eV
largest force on an atom: 6.13 eV Å⁻¹
LUMO: 0.2 eV
spin multiplicity: 1
energy relative to the best compared isomer or geometry (same formula, charge and spin): 2.219 eV

Löwdin atomic charge list, values in e, 2 entries:
1. Ag 0.780
2. N -0.718


Below is a molecular structure, C17H17Br2NOTi in a non-equilibrium geometry, with properties calculated with ωB97M-V/def2-TZVPD.

Geometry (Å):
C: -1.405 2.494 0.084
C: -2.407 -0.604 0.229
C: -1.873 1.832 -1.123
H: -0.462 3.064 0.282
C: -1.739 -0.894 -1.082
H: -2.663 -1.490 0.819
H: -2.972 1.707 -1.241
H: -1.351 -1.918 -1.207
C: -1.242 1.247 -2.379
H: -0.139 1.199 -2.451
H: -1.611 1.837 -3.235
C: -2.310 1.951 1.212
H: -3.108 2.689 1.432
H: -1.773 1.778 2.154
C: -3.128 0.651 0.744
H: -3.895 0.970 0.024
H: -3.713 0.348 1.630
C: -1.964 -0.165 -2.403
H: -3.053 0.021 -2.545
H: -1.654 -0.781 -3.267
Ti: -0.780 0.178 0.041
H: -1.824 3.051 -0.769
Br: 0.799 -1.049 4.696
C: 1.781 -1.146 3.088
C: 3.141 -1.483 3.080
C: 3.873 -1.545 1.895
Br: 5.726 -2.020 1.968
C: 3.270 -1.273 0.628
C: 3.891 -1.359 -0.634
C: 3.175 -1.059 -1.780
C: 1.843 -0.627 -1.694
N: 1.231 -0.523 -0.501
C: 1.895 -0.878 0.647
C: 1.139 -0.837 1.864
O: -0.127 -0.476 1.782
H: 3.635 -1.708 4.020
H: 4.932 -1.669 -0.671
H: 3.627 -1.142 -2.768
H: 1.234 -0.367 -2.565

Results
highest occupied orbital energy (spin up / spin down): -4.6923 / -6.9565 eV
largest force on an atom: 8.43 eV Å⁻¹
LUMO (spin up / spin down): -0.2 / -1.6 eV
spin multiplicity: 3
energy relative to the best compared isomer or geometry (same formula, charge and spin): 4.759 eV

Löwdin atomic charge list, values in e, 2 entries:
1. C -0.166
2. C -0.292